Record 1
{"formula": "C9H9NO4", "method": "ωB97M-V with the def2-TZVPD basis set", "species": ["O", "N", "O", "C", "O", "C", "C", "C", "C", "C", "C", "C", "C", "O", "H", "H", "H", "H", "H", "H", "H", "H", "H"], "xyz": [[-3.59, 1.01, -0.57], [-2.59, 0.37, -0.76], [-2.05, 0.23, -1.81], [-1.85, -0.10, 0.52], [-2.80, -0.07, 1.44], [-1.27, -1.46, 0.50], [0.03, -1.62, -0.29], [0.89, -0.40, -0.26], [2.20, -0.54, -0.62], [3.07, 0.54, -0.47], [2.56, 1.72, 0.18], [1.19, 1.86, 0.41], [0.36, 0.79, 0.25], [-0.91, 0.89, 0.68], [-3.48, 0.56, 1.25], [-1.97, -2.31, 0.33], [-0.91, -1.64, 1.47], [-0.10, -1.85, -1.41], [0.59, -2.42, 0.11], [2.48, -1.48, -1.07], [4.11, 0.49, -0.63], [3.25, 2.64, 0.04], [0.80, 2.77, 0.71]], "mulliken_charge": [-0.71, 1.07, -0.57, 0.59, -0.51, -1.01, -0.85, 1.14, -0.61, -0.56, -0.57, -0.55, 0.08, -0.45, 0.40, 0.30, 0.43, 0.27, 0.51, 0.41, 0.41, 0.25, 0.52], "max_force_ev_per_a": 3.316, "relative_energy_kcal_mol": 77.7, "orbital_gap_ev": 8.994, "spin_multiplicity": 1, "homo_energy_ev": -8.79, "e_tot_ev": -19155.5940}


Record 2
{"formula": "C26H42BN5O21PS4", "method": "ωB97M-V with the def2-TZVPD basis set", "species": ["N", "P", "O", "C", "C", "B", "O", "O", "C", "C", "O", "C", "C", "C", "C", "C", "C", "N", "C", "N", "C", "C", "C", "N", "C", "C", "N", "C", "C", "O", "H", "H", "H", "H", "H", "H", "H", "H", "H", "H", "H", "H", "H", "H", "H", "H", "H", "H", "H", "H", "H", "H", "H", "H", "H", "H", "C", "C", "O", "S", "O", "O", "O", "H", "H", "H", "H", "C", "C", "O", "S", "O", "O", "O", "H", "H", "H", "H", "C", "C", "O", "S", "O", "O", "O", "H", "H", "H", "H", "C", "C", "O", "S", "O", "O", "O", "H", "H", "H", "H"], "xyz": [[2.13, -3.39, 0.11], [1.67, -1.77, 0.64], [2.95, -1.09, 1.56], [1.36, -0.66, -0.92], [2.75, -0.11, -1.58], [3.95, -1.18, -1.63], [3.98, -2.38, -2.37], [5.11, -0.85, -0.86], [0.63, 0.69, -0.57], [-0.80, 0.75, 0.14], [-1.11, -0.29, 1.07], [-1.71, -1.41, 0.52], [-2.58, -1.50, -0.68], [-3.15, -2.81, -1.10], [-2.88, -4.07, -0.38], [-2.04, -4.01, 0.85], [-1.49, -2.70, 1.26], [0.30, 1.19, -1.95], [-0.06, -0.03, -2.63], [-0.70, 0.10, -3.78], [-1.01, 1.48, -4.22], [0.03, 2.30, -4.91], [-0.35, 3.68, -5.27], [-1.55, 4.31, -5.04], [-2.48, 3.53, -4.41], [-2.33, 2.12, -3.96], [0.36, -1.18, -1.91], [0.83, -2.24, -2.84], [-0.37, -3.12, -3.47], [-0.36, -4.46, -2.98], [3.07, -3.59, 0.48], [1.43, -4.06, 0.44], [2.87, -0.12, 1.39], [3.07, 0.77, -0.94], [2.61, 0.30, -2.63], [4.28, -3.06, -1.72], [5.54, -1.68, -0.55], [1.24, 1.47, -0.05], [-0.78, 1.71, 0.76], [-1.62, 0.95, -0.63], [-2.82, -0.57, -1.26], [-3.79, -2.87, -2.02], [-3.27, -5.07, -0.69], [-1.79, -4.90, 1.49], [-0.86, -2.67, 2.20], [1.00, 1.80, -2.38], [-0.96, -0.73, -4.31], [1.04, 1.84, -5.11], [0.45, 4.31, -5.76], [-3.47, 4.01, -4.17], [-3.12, 1.53, -3.41], [1.37, -1.77, -3.73], [1.54, -2.98, -2.39], [-0.27, -3.12, -4.60], [-1.33, -2.57, -3.21], [0.47, -4.85, -3.32], [3.43, -3.00, -7.45], [4.46, -4.07, -7.11], [4.65, -3.96, -5.70], [3.26, -3.49, -5.01], [2.59, -4.65, -4.52], [3.52, -2.36, -4.20], [2.51, -3.01, -6.37], [3.89, -2.01, -7.50], [2.92, -3.21, -8.39], [5.40, -3.93, -7.64], [4.08, -5.07, -7.33], [-2.59, 0.97, 5.30], [-1.51, 2.03, 5.32], [-0.29, 1.33, 5.05], [-0.61, 0.08, 4.07], [-0.31, 0.47, 2.73], [-0.08, -1.10, 4.66], [-2.21, 0.07, 4.24], [-2.60, 0.40, 6.23], [-3.57, 1.39, 5.11], [-1.45, 2.55, 6.27], [-1.66, 2.76, 4.52], [2.58, 2.59, 6.23], [2.85, 1.48, 7.22], [4.08, 1.84, 7.86], [4.18, 3.45, 7.94], [3.75, 3.86, 9.23], [5.42, 3.85, 7.38], [3.00, 3.79, 6.89], [3.19, 2.47, 5.33], [1.53, 2.65, 5.95], [2.94, 0.50, 6.74], [2.07, 1.44, 7.99], [-6.41, 3.69, 2.31], [-7.12, 3.99, 3.61], [-6.09, 3.99, 4.60], [-4.72, 4.53, 3.94], [-4.59, 5.91, 4.24], [-3.69, 3.57, 4.20], [-5.17, 4.39, 2.39], [-6.19, 2.62, 2.21], [-6.98, 4.02, 1.44], [-7.88, 3.24, 3.85], [-7.58, 4.98, 3.60]], "mulliken_charge": [-0.41, 0.24, -0.57, 0.24, -0.94, 0.77, -0.41, -0.62, -0.14, -1.23, 0.19, 0.58, -0.31, -0.59, -0.55, -0.47, -0.35, -0.23, -1.36, 0.46, 0.21, -0.30, -0.32, -0.51, -0.33, -0.25, 1.41, -0.85, -0.46, -0.53, 0.28, 0.29, 0.35, 0.13, 0.19, 0.27, 0.27, 0.90, 0.32, 0.25, 0.34, 0.36, 0.36, 0.38, 0.34, 0.43, 0.30, 0.42, 0.31, 0.31, 0.36, 0.21, 0.55, 0.16, 0.23, 0.39, -0.37, -0.41, -0.30, 1.29, -0.67, -0.49, -0.31, 0.29, 0.32, 0.33, 0.32, -0.43, -0.34, -0.08, 1.07, -0.44, -0.70, -0.35, 0.33, 0.25, 0.39, 0.32, 0.15, -0.36, -0.35, 1.09, -0.52, -0.53, -0.34, 0.27, -0.08, 0.31, 0.36, -0.27, -0.36, -0.31, 0.89, -0.56, -0.33, -0.32, 0.26, 0.32, 0.33, 0.29], "max_force_ev_per_a": 7.319, "charge": 1, "orbital_gap_ev": 7.121, "spin_multiplicity": 1, "homo_energy_ev": -10.12, "e_tot_ev": -131382.6890}


Record 3
{"formula": "C22H16F5HoN5O2S", "method": "ωB97M-V with the def2-TZVPD basis set", "species": ["Ho", "N", "C", "C", "C", "C", "C", "C", "S", "O", "O", "N", "C", "N", "C", "C", "C", "N", "H", "H", "H", "H", "H", "H", "H", "H", "H", "F", "C", "C", "C", "F", "C", "F", "C", "F", "C", "F", "C", "C", "C", "C", "N", "C", "C", "H", "H", "H", "H", "H", "H", "H"], "xyz": [[0.71, 1.34, 0.40], [-5.81, -3.39, -1.68], [-4.76, -2.72, -1.16], [-4.91, -1.38, -0.74], [-3.84, -0.69, -0.23], [-2.61, -1.32, -0.12], [-2.44, -2.64, -0.51], [-3.51, -3.34, -1.02], [-1.23, -0.30, 0.21], [-1.55, 0.83, 1.08], [-0.04, -0.99, 0.74], [-0.71, 0.43, -1.13], [0.25, -0.21, -1.83], [1.54, 0.20, -1.59], [2.49, -0.34, -2.35], [2.22, -1.29, -3.31], [0.89, -1.69, -3.43], [-0.07, -1.17, -2.69], [-6.68, -2.92, -1.85], [-5.69, -4.32, -2.05], [-5.88, -0.91, -0.83], [-3.92, 0.34, 0.09], [-1.46, -3.08, -0.40], [-3.39, -4.36, -1.34], [3.50, 0.02, -2.16], [3.00, -1.71, -3.93], [0.56, -2.44, -4.13], [0.43, 2.91, -1.87], [-0.47, 3.63, -1.07], [-0.24, 3.52, 0.30], [-1.17, 4.21, 1.08], [-1.04, 4.11, 2.41], [-2.22, 4.96, 0.55], [-3.09, 5.58, 1.35], [-2.38, 5.03, -0.83], [-3.38, 5.73, -1.36], [-1.49, 4.35, -1.67], [-1.65, 4.37, -2.99], [5.71, -1.69, 3.90], [4.67, -0.97, 3.13], [4.14, 0.25, 3.55], [3.14, 0.86, 2.81], [2.65, 0.35, 1.67], [3.16, -0.83, 1.26], [4.15, -1.50, 1.95], [6.14, -1.05, 4.67], [6.51, -2.04, 3.24], [5.28, -2.57, 4.38], [4.50, 0.72, 4.45], [2.72, 1.81, 3.14], [2.74, -1.24, 0.35], [4.52, -2.44, 1.56]], "mulliken_charge": [0.89, -0.46, 1.18, -0.82, -0.71, -0.02, -0.52, -0.86, 1.87, -0.72, -0.69, -0.08, 0.36, -0.05, -0.30, -0.65, -0.19, -0.59, 0.20, 0.20, 0.31, 0.49, 0.49, 0.30, 0.48, 0.41, 0.48, -0.36, 0.75, -0.54, 0.62, -0.34, 0.01, -0.29, 0.68, -0.29, -0.22, -0.30, -1.37, 1.18, -0.86, -0.27, -0.12, -0.05, -0.94, 0.37, 0.37, 0.31, 0.37, 0.45, 0.43, 0.42], "max_force_ev_per_a": 2.380, "s2": 6.004, "charge": 1, "orbital_gap_ev": [8.047, 8.091], "spin_multiplicity": 5, "homo_energy_ev": [-11.05, -11.05], "e_tot_ev": -84833.9434}


Record 4
{"formula": "C5H8P2", "method": "ωB97M-V with the def2-TZVPD basis set", "species": ["H", "P", "C", "P", "C", "C", "C", "C", "H", "H", "H", "H", "H", "H", "H"], "xyz": [[-4.10, 0.43, 0.73], [-3.70, -0.18, -0.39], [-2.05, 0.11, -0.28], [-0.88, 0.04, 1.09], [0.66, 0.17, 0.12], [1.21, 1.51, -0.29], [1.35, -0.95, 0.19], [1.87, -2.15, -0.01], [-1.44, -0.37, -1.17], [-0.94, 1.32, 1.52], [1.85, 1.31, -1.06], [1.67, 2.06, 0.49], [0.43, 2.06, -0.55], [1.51, -2.80, -0.90], [2.56, -2.57, 0.53]], "mulliken_charge": [-0.02, -0.05, -0.18, 0.01, 0.49, -1.43, 0.17, -0.96, 0.18, 0.01, 0.41, 0.34, 0.48, 0.19, 0.35], "max_force_ev_per_a": 6.637, "relative_energy_kcal_mol": 69.5, "orbital_gap_ev": 8.375, "spin_multiplicity": 1, "homo_energy_ev": -8.56, "e_tot_ev": -23887.5579}


Record 5
{"formula": "H22O11", "method": "ωB97M-V with the def2-TZVPD basis set", "species": ["O", "H", "H", "O", "H", "H", "O", "H", "H", "O", "H", "H", "O", "H", "H", "O", "H", "H", "O", "H", "H", "O", "H", "H", "O", "H", "H", "O", "H", "H", "O", "H", "H"], "xyz": [[-0.45, 3.36, 0.75], [-0.64, 3.86, -0.04], [0.42, 2.98, 0.60], [1.35, -3.40, -0.10], [0.98, -3.75, -0.91], [0.62, -2.97, 0.33], [-0.04, 0.40, -0.30], [0.62, 1.07, -0.49], [0.26, -0.01, 0.51], [-0.18, -1.12, -2.58], [-0.39, -0.71, -1.74], [0.54, -0.59, -2.93], [2.94, -1.19, 0.54], [3.43, -0.80, -0.17], [2.69, -2.06, 0.22], [2.34, 2.20, -0.24], [2.70, 2.90, -0.79], [3.11, 1.69, 0.02], [-0.35, 0.46, 2.98], [-0.49, 1.26, 3.48], [0.57, 0.50, 2.70], [-2.40, -2.12, -0.51], [-1.71, -1.82, 0.08], [-2.92, -2.73, 0.00], [-1.47, 1.41, -3.08], [-2.00, 0.90, -2.47], [-0.68, 0.89, -3.21], [-0.25, -2.21, 1.65], [-0.56, -1.54, 2.25], [0.54, -2.56, 2.06], [-2.96, 1.53, 0.43], [-3.53, 2.28, 0.60], [-2.08, 1.90, 0.37]], "mulliken_charge": [-0.63, 0.32, 0.27, -0.68, 0.34, 0.44, 0.12, 0.16, 0.06, -0.68, 0.23, 0.29, -0.61, 0.27, 0.33, -0.56, 0.28, 0.26, -0.63, 0.28, 0.27, -0.61, 0.29, 0.28, -0.63, 0.33, 0.30, -0.65, 0.26, 0.26, -0.61, 0.28, 0.36], "max_force_ev_per_a": 1.017, "relative_energy_kcal_mol": 34.0, "orbital_gap_ev": 10.278, "spin_multiplicity": 1, "homo_energy_ev": -10.59, "e_tot_ev": -22880.0386}